[1]
# C29H43Cl7N3O4SiY

A molecular structure, C29H43Cl7N3O4SiY at a distorted geometry (wB97M-V/def2-TZVPD, the Open Molecules 2025 dataset).

The total energy is -5145.535780 a.u.

Each line ends with the Löwdin charge.
CARTESIAN COORDINATES (ANGSTROEM)
Y  -0.143951  -0.484073  3.461722  0.940
Cl  5.121155  1.532528  5.777437  0.688
Cl  3.198408  -0.435416  4.301196  0.640
Cl  4.064324  4.339410  6.680116  0.682
Cl  0.436943  -2.403519  5.116951  -0.066
Cl  1.231575  -1.087644  1.391912  -0.067
Cl  -0.815991  3.131340  4.658039  0.680
Cl  1.070522  5.111212  6.149823  0.662
Si  -0.890661  -0.106461  -3.119028  0.396
O  0.143746  -0.856630  -4.188830  -0.179
O  -1.848892  -1.857831  2.667103  -0.158
O  -1.758256  0.044539  5.014314  -0.185
O  -1.217729  0.940314  2.037186  -0.187
N  -1.280015  -4.040492  2.198445  -0.169
N  -1.197446  2.776748  0.701648  -0.161
N  -2.446569  0.573375  7.123245  -0.170
C  -2.584509  2.616994  0.298645  -0.011
C  3.506537  1.979531  5.481449  -0.724
C  2.209332  -2.400663  -6.110752  -0.092
C  -1.526065  0.209439  6.245191  -0.310
C  1.303441  1.439546  4.589594  -0.261
C  -2.615274  -0.698047  -3.526437  -0.154
C  0.133887  0.166232  -6.881243  -0.041
C  -0.418861  -5.093302  2.729268  -0.042
C  -3.844468  0.759580  6.772807  -0.017
C  0.826133  2.673001  4.978879  -0.727
C  2.269523  1.205666  -6.361377  -0.033
C  2.234393  -1.752503  -4.939875  -0.235
C  2.622546  1.096084  4.824078  -0.738
C  2.236809  1.902533  -7.570315  -0.082
C  1.230731  0.323555  -6.027976  -0.194
C  -2.065372  0.896559  8.490043  -0.030
C  -0.440123  3.887102  0.140781  -0.020
C  1.677268  3.594210  5.644677  -0.720
C  -1.654287  -3.055884  3.010783  -0.371
C  2.997566  -2.201081  -3.729249  -0.033
C  -0.381200  -0.642201  -1.411229  -0.197
C  -0.738369  1.744831  -3.371519  -0.150
C  0.087164  0.898591  -8.077359  -0.081
C  1.401071  -0.489671  -4.747219  -0.304
C  1.136192  1.753030  -8.423184  -0.099
C  -1.321484  -3.865407  0.749631  -0.037
C  3.050030  -3.599508  -6.417651  -0.096
C  3.025639  3.242980  5.891212  -0.720
C  -0.607733  1.924505  1.522544  -0.313
H  -3.046299  3.609952  0.288797  0.096
H  0.532895  3.890658  0.641115  0.096
H  0.450073  2.112389  1.734425  0.136
H  3.260574  -3.262641  -3.809930  0.069
H  -2.640699  2.188179  -0.713540  0.085
H  -2.605434  0.254342  9.194882  0.095
H  -3.366872  -0.077512  -3.016051  0.030
H  -0.355536  -4.958645  3.814571  0.066
H  -0.845821  1.994414  -4.437566  0.037
H  -1.514544  2.291480  -2.816286  0.013
H  3.941518  -1.643159  -3.613432  0.093
H  -4.051861  0.302862  5.802563  0.095
H  3.093028  -4.307659  -5.585408  0.065
H  1.098821  2.313653  -9.364036  0.101
H  -2.133664  -3.177100  0.497211  0.095
H  -0.294322  3.755192  -0.942633  0.087
H  2.410162  -2.046166  -2.812948  0.084
H  -1.722296  -3.337404  4.067019  0.094
H  -0.782986  0.784010  -8.730613  0.103
H  -4.085004  1.830399  6.729957  0.101
H  -2.801511  -0.645391  -4.608409  0.031
H  1.954812  0.138065  -4.031534  0.143
H  -0.991836  0.715009  8.579924  0.094
H  -0.368559  -3.456520  0.379167  0.066
H  3.069474  2.559679  -7.831277  0.102
H  -0.664553  -0.527427  -6.604022  0.118
H  -0.421795  -1.737200  -1.316704  0.024
H  -3.108959  1.961440  0.997487  0.098
H  1.567752  -2.052003  -6.914745  0.106
H  -4.447614  0.295048  7.558568  0.094
H  -0.522579  0.047683  6.661616  0.128
H  0.652066  -0.342633  -1.194934  -0.003
H  4.079375  -3.327780  -6.686814  0.084
H  0.593145  -5.017457  2.302452  0.105
H  0.244317  2.111140  -3.042580  0.035
H  3.100147  1.293966  -5.656242  0.119
H  -1.008733  -0.216501  -0.616478  0.018
H  -2.756364  -1.740670  -3.207175  0.034
H  2.627470  -4.118129  -7.284906  0.070
H  -0.821656  -6.083968  2.484369  0.090
H  -0.964924  4.831579  0.339385  0.099
H  -1.493087  -4.845549  0.291297  0.093
H  -2.275839  1.947311  8.727997  0.100

Forces on the atoms, in the same order (eV/Å):
0.7 0.1 0.2
0.5 0.0 0.1
0.2 -0.3 -0.1
0.2 0.3 0.2
0.0 0.0 0.2
0.2 -0.1 0.1
-0.3 0.1 -0.1
0.0 0.4 0.2
0.5 -0.2 -0.2
-0.1 -0.2 -0.1
-0.3 -1.3 0.1
0.0 0.2 1.8
0.7 1.5 -0.7
0.0 0.3 -0.3
0.2 0.0 0.0
0.0 0.1 0.1
-0.1 0.0 -0.1
-1.1 0.2 -0.3
0.4 0.2 0.7
-0.3 -0.1 -1.4
-1.2 -1.1 -0.9
-0.1 -0.1 -0.1
0.3 0.3 0.0
-0.3 -0.3 0.2
0.0 0.1 -0.1
1.9 0.4 0.8
-0.4 -0.3 -0.3
-0.5 0.1 -0.6
0.3 1.5 0.8
-0.1 -0.1 0.3
0.2 0.0 0.1
0.2 -0.2 0.0
0.1 -0.1 0.0
0.1 -0.9 -0.4
0.3 0.7 0.0
0.3 -0.2 0.0
-0.1 0.2 0.0
-0.1 0.2 0.0
0.0 -0.2 0.3
-0.4 0.1 0.1
0.0 0.1 -0.1
0.3 0.2 0.0
-0.2 -0.4 -0.4
-1.0 -0.7 -0.6
-1.1 -1.2 0.5
0.0 -0.2 0.0
-0.1 0.2 -0.2
-0.1 0.0 0.0
-0.1 0.3 0.2
0.0 0.1 0.3
0.1 0.1 -0.1
0.1 -0.2 -0.1
0.1 -0.2 -0.3
0.0 -0.1 0.3
0.2 -0.1 -0.1
-0.3 -0.1 0.0
0.1 0.1 0.2
0.0 0.1 -0.1
0.0 -0.2 0.4
0.2 -0.2 0.0
-0.1 0.1 0.3
0.1 0.0 -0.2
0.0 0.0 -0.2
0.4 0.1 0.1
0.0 -0.2 0.0
0.0 0.0 0.3
-0.1 0.0 0.0
-0.2 0.1 0.2
-0.3 0.0 0.1
-0.3 -0.2 0.0
0.3 0.3 -0.1
0.0 0.3 0.0
0.2 0.1 -0.1
0.2 0.2 0.1
0.0 0.0 -0.2
-0.1 0.1 -0.1
-0.2 -0.1 0.0
-0.2 0.0 0.1
-0.3 0.2 0.1
-0.2 -0.1 -0.1
-0.1 0.1 -0.3
0.1 -0.1 -0.1
0.0 0.3 -0.1
0.1 -0.1 0.2
0.0 0.2 0.1
0.2 -0.2 -0.1
0.0 0.2 0.1
0.0 -0.2 -0.2


[2]
# C29H43CoN3O4

A molecular structure, C29H43CoN3O4 at a distorted geometry (wB97M-V/def2-TZVPD, the Open Molecules 2025 dataset).

The multiplicity is 5. As for the net charge: +1. The total energy is -2978.601750 a.u.

Each line ends with the Löwdin spin population.
CARTESIAN COORDINATES (ANGSTROEM)
Co  1.677886  -1.439163  1.232983  1.810
O  4.155602  -3.583513  3.360915  0.014
O  0.514434  -2.746907  0.849253  0.234
O  3.030475  -2.464449  1.780655  0.064
O  2.419715  0.160576  1.622414  0.234
N  0.481320  -0.395262  0.249285  0.145
N  1.193859  -1.688424  3.499391  0.078
N  2.252181  -2.499745  3.909951  0.005
C  3.776997  2.056225  3.251733  0.000
C  -1.700166  -0.558781  -0.921436  0.008
C  -3.117416  -4.984331  1.089924  0.001
C  -0.673978  -5.302184  1.297515  0.000
C  4.840879  3.364963  1.421286  0.003
C  -0.625218  -1.046891  -0.205800  0.139
C  -3.914256  -0.992247  -2.100224  0.018
C  3.502784  3.030829  2.100757  0.003
C  3.229856  -2.902697  3.005905  0.007
C  0.316528  5.279949  -1.476797  0.015
C  -3.909298  -1.852669  -3.377278  0.014
C  0.914731  0.884411  0.033759  0.141
C  -0.572752  -2.441596  0.213643  0.187
C  -3.825997  0.481993  -2.503873  0.000
C  -1.659560  -3.320064  -0.064339  0.054
C  2.532050  2.510326  1.033529  0.067
C  0.568734  1.778581  -0.956307  0.014
C  2.293811  4.392860  -2.760308  0.013
C  0.014932  3.476469  -3.177784  0.000
C  -5.225388  -1.210185  -1.327726  0.012
C  -2.688274  -2.765467  -0.790214  0.080
C  2.116625  3.359615  0.036533  0.069
C  2.002427  1.188612  0.957616  0.191
C  0.954193  4.023521  -2.100564  0.021
C  -1.762729  -5.654121  -0.909131  0.002
C  -1.776389  -4.790353  0.364057  0.001
C  2.899368  4.306575  2.709083  0.001
C  1.207280  3.016521  -0.996520  0.183
C  -2.737227  -1.424109  -1.245891  0.162
H  0.303489  -2.137211  3.673184  0.001
H  -0.136006  4.234238  -3.945606  0.000
H  3.576867  4.705934  3.464286  0.000
H  -6.068199  -0.893847  -1.942320  0.002
H  4.716925  4.107411  0.631768  0.000
H  -3.971069  -4.745891  0.454779  0.000
H  -4.680643  0.737298  -3.129337  0.000
H  -3.848317  1.133613  -1.628111  0.000
H  4.450502  2.533166  3.964249  0.000
H  2.344660  -2.767541  4.873700  0.001
H  5.283424  2.468295  0.984148  0.000
H  -2.922199  0.680861  -3.083355  0.000
H  5.537361  3.766608  2.158039  0.000
H  -5.230077  -0.619810  -0.409727  0.000
H  -2.584192  -5.392329  -1.577800  0.000
H  -4.704852  -1.517492  -4.043708  0.002
H  -2.959047  -1.755623  -3.905578  0.000
H  2.779881  3.508742  -3.176530  0.000
H  2.738207  5.085425  1.963327  0.000
H  -0.859828  -6.354737  1.514427  0.000
H  -5.379058  -2.256892  -1.064820  0.000
H  -0.607503  5.020041  -0.956842  0.000
H  0.081640  6.003380  -2.257435  0.003
H  0.438808  2.593793  -3.660737  0.000
H  4.247512  1.140568  2.907764  0.000
H  -0.964543  3.226980  -2.764658  0.000
H  2.983497  4.864807  -2.060382  0.000
H  0.313962  -5.225864  0.854827  0.000
H  1.944539  4.089209  3.191661  0.000
H  0.987348  5.760057  -0.764220  0.000
H  -0.824088  -5.531812  -1.452034  0.000
H  -0.672682  -4.763764  2.246797  0.000
H  2.855397  1.803980  3.781344  0.000
H  2.525236  4.360454  0.031525  0.001
H  -3.530198  -3.401755  -1.025703  0.002
H  -1.740545  0.482331  -1.200137  -0.002
H  -1.868070  -6.704837  -0.636790  0.000
H  -3.169642  -4.362973  1.985906  0.000
H  1.225470  -0.785158  3.956155  0.001
H  -4.075427  -2.908492  -3.162055  0.000
H  2.112945  5.095654  -3.573888  0.002
H  -3.214007  -6.026970  1.393948  0.000
H  -0.145501  1.501286  -1.716059  -0.002

Forces on the atoms, in the same order (eV/Å):
0.3 -0.4 0.7
-0.1 0.1 -0.2
-1.2 -1.4 0.0
0.3 0.0 -0.6
0.7 1.5 0.5
-0.1 0.1 -0.3
0.1 0.1 -0.5
0.0 0.0 -0.2
-0.1 0.0 -0.1
-0.1 0.2 -0.1
0.0 0.0 0.0
0.0 0.2 0.0
-0.1 -0.1 0.0
0.0 -0.2 0.1
-0.1 0.1 -0.1
0.1 0.0 0.0
-0.1 -0.1 0.7
0.0 -0.1 0.1
0.0 0.0 0.0
0.2 0.2 0.0
0.1 0.4 -0.1
0.0 -0.1 0.1
-0.1 -0.1 0.0
0.1 0.1 0.1
-0.2 -0.1 -0.1
0.0 0.0 0.0
0.1 0.0 0.1
0.1 0.0 0.1
0.2 -0.2 0.2
0.1 -0.1 0.2
-0.2 -0.3 -0.2
-0.1 0.1 -0.1
0.0 0.1 0.0
0.0 -0.1 -0.1
0.0 0.0 0.0
0.0 0.0 0.0
0.1 0.1 0.0
-0.1 0.0 0.0
0.0 0.0 0.0
0.0 0.0 0.0
0.0 0.0 0.0
0.0 0.0 0.0
0.0 0.0 0.1
0.0 0.0 0.0
0.0 0.0 0.0
0.0 0.0 0.0
0.0 0.0 0.1
0.0 0.0 0.0
0.0 0.1 0.0
0.0 0.0 0.0
0.0 0.0 0.0
0.0 0.0 0.0
0.0 0.0 0.0
0.0 0.0 0.0
0.0 0.0 0.0
0.0 0.0 0.1
-0.1 0.0 0.0
0.0 0.0 0.0
0.0 0.1 0.0
0.0 0.0 0.0
0.0 0.0 0.0
0.0 -0.1 0.0
0.0 0.0 0.0
0.0 0.0 0.0
0.1 0.0 0.0
0.0 0.0 0.0
0.0 0.0 0.0
0.0 0.0 0.0
0.1 0.0 0.0
0.0 0.0 0.0
0.0 0.0 -0.1
0.0 0.0 0.0
-0.1 -0.1 0.0
0.0 0.0 0.0
0.0 0.0 0.0
0.0 0.1 0.1
0.0 0.0 0.0
0.0 0.0 0.0
0.0 0.0 0.0
0.1 0.1 0.0